Formula: C34H25N6O9PSW
Source: the Open Molecules 2025 dataset
Level of theory: wB97M-V/def2-TZVPD

Each line ends with the Löwdin spin population.
CARTESIAN COORDINATES (ANGSTROEM)
W 0.292 -0.572 -0.468  0.81
O -2.601 -1.112 -3.323  0.00
C -2.123 -1.089 -2.235  0.00
O -0.765 -1.085 -2.035  0.00
C -2.909 -1.016 -0.931  0.00
P -1.872 -1.648 0.428  0.01
C -2.563 -1.048 1.969  0.00
C -1.765 -0.271 2.802  0.00
C -2.287 0.245 3.980  0.00
C -3.602 -0.014 4.330  0.00
C -4.409 -0.779 3.494  0.00
C -3.895 -1.292 2.316  0.00
C -2.052 -3.436 0.226  0.00
C -2.884 -4.166 1.071  0.00
C -3.072 -5.524 0.860  0.00
C -2.429 -6.161 -0.191  0.00
C -1.586 -5.438 -1.022  0.00
C -1.387 -4.083 -0.812  0.00
H -3.850 -1.554 -1.041  0.00
H -3.113 0.043 -0.750  0.00
H -0.727 -0.073 2.557  0.00
H -1.657 0.843 4.624  0.00
H -4.004 0.381 5.254  0.00
H -5.440 -0.971 3.756  0.00
H -4.547 -1.853 1.656  0.00
H -3.364 -3.701 1.923  0.00
H -3.714 -6.081 1.529  0.00
H -2.576 -7.220 -0.354  0.00
H -1.067 -5.929 -1.834  0.00
H -0.710 -3.543 -1.457  0.00
S -0.669 1.668 -0.835  0.00
C 0.309 1.968 -2.263  0.03
N -0.065 2.848 -3.230  0.30
N -1.254 3.371 -3.088  0.27
C -1.763 4.295 -4.015  0.00
C -3.066 4.741 -3.824  0.04
C -3.610 5.651 -4.715  -0.01
C -2.856 6.110 -5.788  0.05
C -1.556 5.655 -5.961  0.00
C -0.995 4.744 -5.079  0.04
N 1.520 1.485 -2.463  0.20
N 1.845 0.441 -1.613  -0.02
C 2.999 0.441 -1.026  0.11
C 3.673 1.712 -0.612  0.00
C 5.449 1.321 0.349  0.00
C 5.781 -0.130 0.271  0.00
C 4.860 -1.031 -0.041  0.00
C 3.381 -0.764 -0.231  0.01
H -1.854 3.069 -2.324  0.01
H -3.650 4.378 -2.986  0.00
H -4.623 6.001 -4.570  0.00
H -3.281 6.818 -6.486  0.00
H -0.966 6.013 -6.794  0.00
H 0.015 4.383 -5.205  0.00
H 3.103 2.620 -0.784  0.00
H 6.187 1.955 0.836  0.00
H 6.801 -0.434 0.464  0.00
H 5.138 -2.075 -0.098  0.00
H 2.950 -1.646 -0.688  0.00
O 0.520 -3.152 2.079  0.00
C 1.305 -2.491 1.462  0.00
O 1.140 -2.266 0.069  0.12
C 2.400 -1.662 1.993  0.00
C 2.610 -1.610 3.369  0.00
C 3.285 -0.554 3.937  0.00
C 3.747 0.539 3.164  0.00
C 3.518 0.516 1.838  0.00
C 2.750 -0.514 1.197  0.01
O 1.236 0.162 0.899  -0.03
N 4.063 1.608 0.974  0.01
O 4.024 2.788 1.540  0.02
O 5.035 1.834 -0.911  0.01
N 3.529 -0.549 5.371  0.00
O 4.142 0.395 5.838  0.00
O 3.062 -1.459 6.035  0.00
H 2.227 -2.401 4.000  0.00
H 4.283 1.359 3.621  0.00

Cartesian forces (eV/Å) of the 6 atoms listed first:
W 0.8 0.2 0.9
O -0.2 -0.1 0.0
C 0.7 0.1 0.0
O -0.5 -0.2 0.0
C -0.2 0.0 -0.2
P 0.2 0.3 -0.3

Its energy relative to the best compared isomer or geometry (same formula, charge and spin) is 110.1 kcal per mole. The spin multiplicity is 3. The net charge is 0.

---

Formula: C26H23MgN4O6P
Source: the Open Molecules 2025 dataset
Level of theory: wB97M-V/def2-TZVPD

Each line ends with the Löwdin charge.
CARTESIAN COORDINATES (ANGSTROEM)
Mg -0.649 -0.558 0.478  0.60
O 3.616 -2.278 0.064  0.14
C 2.370 -1.800 0.069  -0.48
O 2.060 -0.705 0.460  0.09
C 1.363 -2.786 -0.479  -0.19
C 1.686 -3.955 -1.126  0.02
C 0.638 -4.738 -1.612  -0.02
C -0.669 -4.344 -1.407  0.03
C -0.907 -3.167 -0.708  -0.14
N 0.102 -2.403 -0.288  0.10
C -2.309 -2.633 -0.337  -0.62
O -3.267 -3.107 -0.918  0.06
O -2.255 -1.729 0.561  -0.08
H 4.188 -1.581 0.429  0.15
H 2.719 -4.246 -1.251  0.12
H 0.853 -5.656 -2.144  0.12
H -1.515 -4.918 -1.760  0.13
O 0.419 6.084 2.218  -0.03
C 0.752 5.126 2.937  -0.69
O 1.410 5.065 3.990  -0.03
C 0.334 3.754 2.382  -0.06
C -0.468 3.660 1.254  0.07
C -0.844 2.415 0.796  -0.17
N -0.409 1.294 1.386  0.09
C 0.330 1.373 2.503  -0.17
C 0.710 2.586 3.032  0.07
C 0.611 0.044 3.146  -0.18
C 1.338 -0.081 4.318  0.01
C 1.495 -1.339 4.872  -0.04
C 0.921 -2.439 4.252  -0.04
C 0.222 -2.230 3.079  -0.10
N 0.077 -1.025 2.531  0.07
C -1.839 2.179 -0.303  -0.21
C -2.557 3.214 -0.877  0.00
C -3.537 2.907 -1.805  -0.04
C -3.788 1.581 -2.115  -0.04
C -3.023 0.606 -1.501  -0.11
N -2.049 0.892 -0.635  0.05
H -0.765 4.590 0.786  0.12
H 1.284 2.695 3.942  0.12
H 1.762 0.792 4.791  0.12
H 2.056 -1.458 5.790  0.11
H 1.008 -3.433 4.667  0.11
H -0.253 -3.050 2.553  0.12
H -2.366 4.236 -0.586  0.12
H -4.114 3.699 -2.265  0.11
H -4.568 1.296 -2.808  0.11
H -3.205 -0.447 -1.696  0.11
C -0.345 -0.475 -3.672  -0.27
P 0.599 0.255 -2.277  0.83
C 2.295 -0.194 -2.812  -0.28
C 0.557 2.022 -2.746  -0.27
H 0.067 -0.161 -4.634  0.05
H -1.392 -0.170 -3.627  0.03
H -0.311 -1.565 -3.615  0.04
H 2.471 0.126 -3.842  0.04
H 2.441 -1.276 -2.762  0.03
H 3.031 0.284 -2.164  0.05
H 1.039 2.182 -3.713  0.05
H 1.059 2.630 -1.992  0.05
H -0.480 2.357 -2.810  0.03

Cartesian forces (eV/Å) of the 6 atoms listed first:
Mg -0.3 0.2 0.2
O 0.1 0.3 0.1
C -0.4 -0.5 -0.3
O 0.1 0.0 0.1
C 0.1 0.5 0.2
C 0.0 -0.3 -0.1

Its energy relative to the best compared isomer or geometry (same formula, charge and spin) is 2.3 kcal per mole. The spin multiplicity is 1. The net charge is 0.

---

Formula: CH2O4
Source: the Open Molecules 2025 dataset
Level of theory: wB97M-V/def2-TZVPD

Each line ends with the Löwdin charge.
CARTESIAN COORDINATES (ANGSTROEM)
C -0.460 -0.452 1.035  -0.38
H 1.109 -1.031 0.035  0.11
H -0.131 -1.122 1.853  0.14
O 0.369 -0.427 -0.011  0.06
O -1.477 0.178 1.055  0.09
O 0.026 1.947 -1.896  0.01
O 0.565 0.908 -2.070  -0.03

Cartesian forces (eV/Å) of the 6 atoms listed first:
C -0.6 -0.2 0.5
H 0.2 -0.3 0.4
H -0.1 0.2 -0.1
O -0.2 0.3 -0.5
O 0.6 -0.2 0.0
O -0.5 1.0 0.1

Its energy relative to the best compared isomer or geometry (same formula, charge and spin) is 72.4 kcal per mole. The structure (SMILES) is O=CO.O=O. The spin multiplicity is 1. The net charge is 0.